(1)
{
  "formula": "C2H2INO2",
  "method": "ωB97M-V/def2-TZVPD",
  "lumo_energy_ha": -0.0377,
  "largest_force_ha_per_bohr": 0.1331,
  "homo_ev": -9.905,
  "total_charge": 0,
  "relative_energy_kcal_mol": 106.57,
  "smiles": "O=[N+]([O-])/C=C/I",
  "species": ["O", "N", "O", "C", "C", "I", "H", "H"],
  "positions_angstrom": [[1.3580, -1.1378, 0.0365], [1.2857, 0.0626, 0.0040], [2.1787, 0.8276, -0.0880], [0.0001, 0.5467, 0.0197], [-0.9947, -0.4366, -0.0785], [-2.9985, -0.0248, 0.1006], [-0.2659, 1.6792, -0.0543], [-0.5635, -1.5170, 0.0600]],
  "atomic_forces_ev_per_a": [[1.853, -1.880, 0.230], [-0.393, -1.030, -0.218], [2.435, 1.784, -0.054], [-6.738, 0.799, -0.900], [3.068, 0.566, 1.538], [0.148, -0.042, -0.222], [1.117, -2.324, 0.282], [-1.490, 2.128, -0.656]],
  "lowdin_charge": [0.036, -0.486, 0.121, -0.165, -0.620, 0.860, 0.153, 0.101]
}


(2)
{
  "formula": "C2H2INOS2",
  "method": "ωB97M-V/def2-TZVPD",
  "lumo_energy_ha": -0.0212,
  "largest_force_ha_per_bohr": 0.0733,
  "homo_ev": -8.419,
  "total_charge": 0,
  "relative_energy_kcal_mol": 17.43,
  "species": ["C", "C", "N", "O", "S", "S", "I", "H", "H"],
  "positions_angstrom": [[-0.4769, -0.7491, 0.0604], [1.5211, 0.2550, -0.0688], [0.7754, -0.8816, -0.0999], [1.2294, 1.1914, 0.9160], [0.5824, 1.7653, -0.4143], [-1.4261, 0.6609, -0.0821], [-3.5863, -0.7350, -0.2482], [-1.1557, -1.6089, 0.3105], [2.5367, 0.1021, -0.3737]],
  "atomic_forces_ev_per_a": [[-1.009, -1.913, 0.446], [-0.253, -0.687, -0.448], [0.014, -0.618, 0.561], [2.173, -0.820, 2.972], [-0.744, 2.006, -2.313], [-1.393, 0.828, -1.014], [-0.499, -0.056, 0.262], [1.189, 0.602, -0.405], [0.523, 0.657, -0.062]],
  "lowdin_charge": [-0.636, -0.543, 0.010, -0.405, 0.896, 0.317, 0.222, 0.011, 0.128]
}